(1)
C19H39NO5S in the gas phase, computed with ωB97M-V/def2-TZVPD.

Positions of all 65 atoms, in Å:
S: -1.354 0.935 -2.299
O: -1.053 2.294 -2.019
O: -2.886 0.775 -2.669
O: -0.580 0.196 -3.220
O: 2.321 3.621 -0.972
O: -1.450 0.132 -0.932
N: -2.775 0.918 0.889
C: 0.689 -3.987 -1.874
C: 3.150 -2.470 -0.017
C: 1.445 4.075 0.037
C: -2.756 0.152 -0.356
C: 3.289 -0.017 -0.652
C: -3.194 -1.287 -0.047
C: -0.534 2.616 3.402
C: -1.821 2.386 2.592
C: 1.505 -4.329 -0.619
C: 2.282 2.224 -1.168
C: 1.796 -3.110 0.277
C: -0.105 4.089 3.479
C: -1.600 1.722 1.231
C: -3.648 0.810 -1.450
C: 3.199 1.455 -0.222
C: 3.237 -1.020 0.497
C: -1.343 -2.876 -0.699
C: -2.735 -2.352 -1.049
C: -0.831 -3.933 -1.680
H: -3.889 1.849 -1.218
H: 4.089 -0.875 1.164
H: 0.447 4.270 -0.368
H: 1.042 -2.349 0.098
H: -3.608 1.493 0.918
H: 0.975 -5.100 -0.051
H: 1.252 1.850 -1.081
H: -0.718 2.269 4.419
H: 3.952 -3.080 0.398
H: -0.674 -2.022 -0.693
H: 0.279 2.007 3.005
H: -2.340 3.336 2.439
H: 0.883 -4.749 -2.633
H: 1.851 4.996 0.453
H: -3.450 -3.176 -1.027
H: 1.352 3.348 0.851
H: -0.417 4.640 2.591
H: -0.724 1.074 1.264
H: -2.696 -1.952 -2.065
H: -2.497 1.737 3.150
H: -4.280 -1.277 0.058
H: -1.175 -4.924 -1.371
H: -0.556 4.581 4.342
H: 0.975 4.189 3.579
H: -1.372 -3.292 0.312
H: 3.263 -2.446 -1.105
H: 2.447 -0.238 -1.319
H: 2.603 2.042 -2.195
H: 2.345 -0.793 1.090
H: -2.794 -1.519 0.939
H: 1.039 -3.042 -2.303
H: 2.458 -4.773 -0.918
H: -1.284 -3.745 -2.658
H: 4.180 1.929 -0.275
H: -4.572 0.270 -1.632
H: -1.387 2.490 0.478
H: 2.838 1.523 0.807
H: 4.197 -0.182 -1.235
H: 1.713 -3.374 1.334

Atomic forces in eV per Å
-0.2 -0.1 0.1
-0.1 0.2 0.0
-0.1 0.0 0.0
0.1 -0.1 -0.1
0.0 0.1 0.1
0.4 0.0 0.0
0.0 -0.1 -0.2
0.0 -0.2 0.0
-0.2 0.3 0.1
0.0 -0.1 0.0
-0.8 0.1 0.4
-0.1 0.1 0.1
0.4 0.0 -0.1
-0.2 0.4 0.1
0.0 -0.3 -0.1
-0.2 0.2 0.1
-0.1 -0.2 0.0
0.0 -0.2 -0.1
0.0 -0.1 0.0
0.1 0.3 0.0
0.1 0.1 -0.2
0.0 -0.1 -0.3
0.0 0.0 0.0
-0.1 -0.1 -0.1
0.1 0.0 0.2
0.1 0.1 -0.1
0.1 0.0 0.1
0.1 0.0 0.0
0.0 0.0 0.0
-0.1 0.1 0.0
0.0 0.1 0.0
0.0 0.0 0.0
0.1 0.1 0.0
0.2 -0.1 0.0
0.1 -0.1 -0.1
0.1 0.0 0.0
0.0 0.0 -0.1
-0.1 0.0 0.1
0.0 0.0 0.0
0.0 0.0 0.0
0.0 0.0 -0.2
0.0 0.0 0.0
0.1 0.0 -0.1
-0.1 -0.1 0.1
-0.2 0.0 -0.1
0.0 0.0 0.1
0.0 0.1 0.0
-0.1 0.0 0.0
-0.1 0.0 0.0
0.0 0.0 0.0
0.1 0.1 0.1
0.2 -0.1 0.0
0.0 0.0 -0.1
0.0 0.0 0.0
0.0 0.0 0.1
0.0 -0.1 0.0
0.0 0.1 0.1
0.0 0.0 0.0
0.0 0.0 0.0
0.0 0.0 0.2
0.1 -0.1 0.0
0.1 -0.1 0.0
0.0 0.1 0.0
0.0 0.0 -0.1
0.1 0.0 0.0

Calculated values
Frontier orbital gap = 9.830 eV
SMILES = CCCCN[C@@]1(CCCCCCCCCCCCOC)COS(=O)(=O)O1
E_HOMO = -0.3419 Eh

Results of the Löwdin charge analysis, in e, for atoms 1 through 5: 0.5755 -0.2162 -0.1708 -0.1975 -0.1739

(2)
2 unconnected molecules or ions with the total composition C19H40BCl3OSi4 at a distorted geometry, computed with ωB97M-V/def2-TZVPD.

Positions of all 68 atoms, in Å:
Cl: 1.926 -2.938 -3.609
Cl: 2.132 -3.110 -6.611
Cl: 2.548 -0.445 -5.220
Si: -2.268 1.044 1.183
Si: 0.730 0.228 1.992
Si: 1.609 0.118 5.080
Si: 2.581 1.564 -0.315
O: 0.189 -1.755 -5.308
C: 2.021 0.200 -1.467
C: -3.728 1.912 1.970
C: -3.895 -1.278 -5.626
C: -4.188 -3.672 -5.621
C: 1.597 3.120 -0.634
C: -4.724 -2.391 -5.677
C: -0.719 1.413 2.179
C: -2.605 -0.797 1.158
C: 4.392 1.922 -0.627
C: -2.539 -1.440 -5.520
C: 2.343 1.042 1.475
C: 3.477 0.033 5.063
C: -2.833 -3.851 -5.516
C: 0.949 -0.728 6.613
C: 0.937 -0.774 3.565
C: -2.030 1.668 -0.562
C: -0.586 -2.838 -5.359
C: -1.975 -2.730 -5.463
C: 1.090 1.916 5.116
B: 1.608 -2.039 -5.195
H: 0.962 0.001 -1.330
H: -2.709 -1.167 2.175
H: 4.732 2.728 0.019
H: 1.237 -1.776 6.617
H: -0.136 -0.663 6.624
H: -0.037 -1.185 3.823
H: -1.025 1.387 3.222
H: -4.318 -0.285 -5.670
H: -0.390 2.425 1.957
H: -2.409 -4.839 -5.473
H: 4.544 2.216 -1.662
H: 2.577 -0.711 -1.260
H: -1.789 -1.326 0.675
H: 1.961 3.920 0.005
H: 3.888 0.508 5.951
H: 0.382 -0.725 0.943
H: -0.105 -3.803 -5.320
H: 1.440 2.423 4.221
H: 1.338 -0.250 7.509
H: 0.550 2.943 -0.410
H: 1.517 2.409 5.985
H: -4.632 1.734 1.394
H: 2.494 1.920 2.097
H: 1.606 -1.609 3.372
H: 4.988 1.036 -0.424
H: -4.842 -4.531 -5.660
H: 2.188 0.485 -2.502
H: 0.007 1.996 5.169
H: -1.164 1.187 -1.008
H: -2.905 1.454 -1.171
H: 3.140 0.336 1.696
H: -5.792 -2.261 -5.759
H: -1.869 2.743 -0.546
H: -3.547 2.983 2.019
H: 3.863 0.542 4.183
H: -1.875 -0.593 -5.481
H: -3.521 -1.007 0.612
H: -3.879 1.537 2.980
H: 1.690 3.428 -1.672
H: 3.801 -1.004 5.038

Atomic forces in eV per Å
-0.2 -0.1 0.2
-0.1 -0.1 -0.2
-0.4 -0.1 -0.1
0.2 0.0 0.0
0.2 0.0 0.1
0.0 -0.1 -0.1
-0.1 -0.2 -0.2
-3.7 -3.0 -0.3
0.1 0.4 0.3
0.2 -0.1 -0.1
-0.3 0.2 0.0
-0.3 -0.2 0.0
0.1 -0.2 0.1
0.1 0.0 0.0
0.0 -0.3 -0.2
0.1 0.3 0.0
-0.3 0.0 0.1
0.3 -0.1 0.0
-0.5 0.0 -0.1
-0.3 0.0 0.0
0.8 0.3 0.1
0.1 0.2 -0.2
0.1 0.6 0.1
-0.1 -0.1 0.3
2.3 2.7 0.2
-1.3 0.7 -0.1
0.1 -0.3 0.0
2.4 0.1 0.2
-0.2 -0.2 0.0
0.0 -0.2 0.1
0.1 0.1 0.1
0.0 -0.2 0.1
-0.2 0.0 0.1
-0.2 -0.2 0.0
0.0 0.1 0.3
0.0 0.1 0.0
0.0 0.3 0.0
0.1 -0.3 0.0
0.1 0.0 -0.1
0.0 -0.2 -0.1
0.1 -0.1 0.0
0.0 0.2 0.1
0.1 0.1 0.1
-0.1 -0.4 -0.4
0.3 -0.2 0.0
0.0 0.2 -0.1
0.0 0.0 0.2
-0.2 0.1 0.0
0.0 0.1 0.1
-0.2 0.0 0.0
0.2 0.2 0.3
0.1 -0.2 -0.1
0.2 -0.1 0.0
0.0 0.0 0.0
0.0 -0.1 -0.2
-0.1 0.1 0.0
0.1 0.0 -0.2
-0.1 0.0 -0.2
0.2 -0.2 0.2
-0.1 0.0 0.0
0.0 0.2 -0.1
-0.1 0.2 0.0
0.1 0.1 -0.1
0.0 0.2 0.0
-0.2 -0.1 0.0
-0.1 0.0 0.2
0.0 0.1 -0.1
0.1 -0.1 0.0

Calculated values
Frontier orbital gap = 7.141 eV
E_HOMO = -0.3517 Eh
Relative energy (zero: lowest compared OMol25 entry of this formula, charge and spin) = 0.000 eV

Results of the Löwdin charge analysis, in e, for atoms 1 through 5: 0.5335 0.5285 0.5192 0.4219 0.4948

(3)
A molecular structure, C19H40P2Pb at a distorted geometry, computed with ωB97M-V/def2-TZVPD.

Positions of all 62 atoms, in Å:
Pb: -1.057 -0.221 0.616
P: 0.092 2.077 -5.499
P: -0.328 -1.921 -5.637
C: -1.180 3.118 -6.267
C: 1.600 3.077 -5.774
C: -1.701 0.139 -3.709
C: 2.081 0.399 -3.766
C: 0.109 2.069 -3.677
C: -0.785 -0.946 -3.100
C: 0.317 -1.538 -4.033
C: 1.175 1.324 -2.901
C: 1.613 -0.876 -4.248
C: -0.655 -0.448 -6.644
C: -1.177 1.494 -4.079
C: -1.894 1.854 3.151
C: 0.133 -1.863 1.614
C: -1.775 -2.973 -5.674
C: 1.008 -2.797 -6.473
C: -0.365 1.704 3.103
C: 0.142 0.701 4.149
C: 0.386 0.681 -6.634
C: 0.157 1.389 1.687
H: -2.223 2.679 2.504
H: -1.757 -3.707 -4.854
H: -0.684 -0.852 -7.666
H: 0.844 -1.492 2.366
H: 2.409 0.983 -4.652
H: 0.497 -2.561 -3.642
H: -2.050 2.503 -6.530
H: 1.579 3.517 -6.778
H: 0.415 1.121 -7.651
H: -0.773 3.553 -7.187
H: -1.657 -0.059 -6.409
H: 1.852 -2.109 -6.620
H: -1.800 -3.520 -6.629
H: 1.346 -3.659 -5.878
H: 1.638 3.888 -5.041
H: 0.639 -3.141 -7.450
H: -2.205 2.110 4.175
H: 0.087 3.122 -3.377
H: 1.239 0.717 4.196
H: 0.730 0.791 -2.053
H: -0.186 -0.330 3.945
H: -1.995 2.226 -4.159
H: -1.513 3.930 -5.607
H: 2.517 2.487 -5.689
H: 3.013 0.208 -3.191
H: -0.312 -0.614 -2.162
H: -1.451 -1.778 -2.799
H: -2.249 -0.269 -4.575
H: -2.484 0.322 -2.951
H: -2.414 0.927 2.850
H: 0.030 2.246 1.010
H: 0.052 2.688 3.380
H: 2.373 -1.534 -4.685
H: -0.214 1.003 5.144
H: -0.618 -2.517 2.085
H: 1.406 0.315 -6.430
H: 0.652 -2.392 0.797
H: -2.676 -2.349 -5.593
H: 1.193 1.027 1.675
H: 1.841 2.069 -2.438

Atomic forces in eV per Å
0.3 0.1 0.4
1.2 1.7 -1.6
0.5 -0.6 -1.3
-0.2 0.1 -0.3
0.4 0.4 -0.7
-0.1 -0.6 0.4
0.8 1.4 0.8
-0.2 0.0 0.7
0.1 -0.1 -0.2
-1.0 -0.4 1.4
0.9 -0.3 -0.1
0.1 -1.3 -0.1
-0.3 0.1 -0.4
-1.6 -0.4 1.6
0.3 0.3 0.1
-0.3 -0.1 0.0
-0.4 0.0 0.0
0.0 0.0 -0.3
0.3 0.2 -0.1
0.0 0.2 0.1
0.3 -0.5 0.1
-0.6 -0.1 -0.4
0.0 -0.3 0.0
0.0 0.2 -0.2
-0.2 0.1 0.2
-0.3 -0.2 -0.4
0.2 -0.2 0.7
0.1 0.2 0.0
0.2 0.2 0.1
0.0 0.0 0.1
0.0 0.1 0.6
0.0 0.0 0.2
0.3 -0.2 -0.3
-0.2 -0.3 -0.1
0.0 0.2 0.3
-0.2 0.2 -0.2
-0.1 -0.1 -0.1
0.2 0.0 0.3
0.0 -0.2 -0.3
-0.3 -0.1 -0.2
-0.2 -0.1 -0.1
0.2 0.3 -0.3
0.0 0.3 0.1
0.4 -0.3 -0.1
0.2 -0.2 -0.1
-0.2 0.2 0.0
-0.3 0.2 -0.3
-0.5 -0.3 -0.5
0.3 0.4 -0.2
0.0 0.0 0.5
0.2 0.0 -0.2
0.1 0.2 0.1
0.3 0.1 0.3
-0.1 -0.2 0.0
-0.2 0.4 0.2
0.0 -0.2 -0.2
0.5 -0.1 -0.2
-0.4 0.1 -0.2
-0.1 -0.1 0.4
0.1 -0.3 0.0
-0.1 0.3 0.1
-0.2 -0.2 -0.3

Calculated values
Charge = +2
Frontier orbital gap (spin up / spin down) = 5.451 / 4.172 eV
E_HOMO (spin up / spin down) = -0.4406 / -0.4405 Eh
Relative energy (zero: lowest compared OMol25 entry of this formula, charge and spin) = 0.443 eV

Results of the Löwdin charge analysis, in e, for atoms 1 through 5: 1.0981 0.8825 0.9202 -0.1421 -0.1476

(4)
A molecular structure, C19H41BrCl15N2 at a distorted geometry, computed with ωB97M-V/def2-TZVPD.

Positions of all 78 atoms, in Å:
Br: -0.110 -2.723 -5.967
Cl: -0.016 -2.283 7.035
Cl: -3.180 -3.948 1.438
Cl: 6.086 4.426 2.829
Cl: 6.790 6.852 0.525
Cl: -2.509 -1.342 -6.335
Cl: 1.095 -1.636 2.872
Cl: -4.162 -0.906 -10.611
Cl: 2.714 3.182 -2.786
Cl: 1.805 0.778 0.606
Cl: -2.746 -1.813 10.483
Cl: -2.451 -2.198 4.651
Cl: -2.184 0.633 -8.321
Cl: 5.312 2.823 -0.595
Cl: -4.598 -5.688 3.998
Cl: -3.358 -0.413 7.450
N: -0.457 -1.475 -4.564
N: 0.657 -2.312 -2.566
C: 7.750 6.421 1.965
C: -3.268 0.619 -10.832
C: 3.189 4.306 -1.480
C: -1.953 0.611 -10.095
C: -1.453 0.805 -5.114
C: -3.110 -0.101 10.149
C: 2.768 0.361 2.048
C: -1.730 -0.670 -4.843
C: -0.583 -2.324 -3.298
C: 7.697 4.945 2.271
C: -4.082 0.058 9.008
C: -1.371 -3.425 6.847
C: 0.741 -1.119 -1.674
C: -0.469 1.465 -4.125
C: 4.682 4.345 -1.274
C: -4.824 -4.638 1.485
C: 2.714 -1.116 2.342
C: -5.420 -4.582 2.869
C: -1.728 -3.649 5.398
H: -3.089 0.733 -11.900
H: -2.487 -0.769 -4.072
H: -0.857 -3.930 4.810
H: 0.545 1.389 -4.545
H: 8.777 6.715 1.758
H: -4.977 -0.541 9.160
H: -2.216 -3.039 7.413
H: -4.380 1.102 8.919
H: 0.396 -0.907 -4.519
H: 0.699 -1.456 -0.637
H: -2.415 1.315 -5.002
H: -6.465 -4.888 2.831
H: -3.905 1.436 -10.502
H: 0.617 -3.119 -1.953
H: -5.433 -4.052 0.798
H: -3.540 0.316 11.059
H: -0.797 -3.344 -3.610
H: 3.796 0.660 1.846
H: -1.361 -0.267 -10.345
H: 7.385 7.014 2.800
H: -1.414 -1.995 -2.662
H: -1.155 1.000 -6.141
H: 2.398 0.954 2.881
H: -2.466 -4.445 5.318
H: 4.934 5.133 -0.566
H: -2.172 0.410 9.948
H: 8.398 4.713 3.072
H: 1.654 -0.546 -1.828
H: 2.668 4.005 -0.573
H: 7.960 4.346 1.401
H: -0.424 0.994 -3.141
H: -5.371 -3.577 3.285
H: 3.409 -1.358 3.145
H: -0.116 -0.448 -1.795
H: -4.774 -5.658 1.113
H: -1.058 -4.366 7.296
H: -1.377 1.498 -10.356
H: 2.984 -1.705 1.468
H: -0.641 2.533 -4.012
H: 5.209 4.540 -2.205
H: 2.833 5.293 -1.769

Atomic forces in eV per Å
1.6 -0.3 0.0
0.0 0.0 0.0
0.1 0.0 -0.1
0.0 0.0 0.0
0.0 0.0 0.0
-1.0 0.2 1.7
-0.1 0.0 0.0
0.0 0.0 0.1
-0.1 -0.1 0.0
0.0 0.3 0.1
0.0 0.0 0.0
0.0 0.0 -0.1
0.1 0.5 -1.1
0.0 -0.1 0.0
0.0 0.0 0.0
-0.1 0.0 0.0
-1.1 -1.1 0.0
-0.8 0.6 0.0
0.1 0.0 0.1
0.0 0.0 -0.1
0.0 0.2 0.2
0.1 0.3 -0.2
-0.1 0.7 0.9
0.0 0.1 0.1
0.2 0.0 0.2
-0.5 0.7 -2.1
0.6 -0.8 1.2
0.1 0.0 0.0
-0.1 0.1 0.0
-0.1 -0.1 0.0
0.1 -0.3 0.2
0.8 -0.4 -0.6
0.0 0.1 0.0
-0.1 0.0 -0.1
0.1 -0.1 0.0
-0.1 0.1 0.0
0.0 -0.2 0.1
0.1 0.0 0.0
0.6 -0.4 0.4
0.0 0.1 0.0
0.0 0.0 0.2
0.0 -0.1 0.0
0.1 -0.1 0.0
0.0 0.1 0.0
0.1 0.0 0.0
-0.2 0.2 0.2
0.2 0.2 0.0
0.0 -0.3 -0.1
0.0 0.0 0.0
0.0 -0.1 0.1
0.4 -0.2 -0.4
0.0 0.0 0.1
0.0 0.0 0.0
-0.1 0.2 -0.1
0.0 0.0 -0.1
-0.1 -0.1 0.1
-0.1 0.0 0.0
-0.1 0.5 -0.6
0.2 -0.3 0.1
-0.1 -0.1 0.0
0.0 0.1 0.0
-0.1 0.0 0.0
0.0 -0.1 -0.1
0.0 0.1 0.0
0.0 -0.1 -0.1
0.0 -0.1 0.0
-0.1 0.0 0.0
-0.3 0.2 0.0
0.1 0.0 0.0
0.0 0.1 0.0
0.1 -0.1 -0.1
0.1 0.0 0.1
0.0 0.0 -0.1
-0.1 0.0 0.0
0.0 0.0 0.0
-0.2 -0.1 0.0
0.0 -0.1 0.0
0.1 0.0 -0.1

Calculated values
Charge = +1
Frontier orbital gap = 7.145 eV
E_HOMO = -0.4271 Eh

Results of the Löwdin charge analysis, in e, for atoms 1 through 5: 0.8952 0.5252 0.5130 0.5257 0.5591

| no. | total energy (a.u.) |
| --- | --- |
| 1 | -1576.45084 |
| 2 | -3386.86440 |
| 3 | -1622.72498 |
| 4 | -10334.65569 |